Computed, not measured: C3H4S3 as an isolated structure in a non-equilibrium geometry, with the ωB97M-V functional and the def2-TZVPD basis.

Element x y z (Å)
1 C -0.83132 -0.77603 0.23747
2 C 0.19749 0.19160 0.13254
3 C 0.38310 0.97676 -1.08726
4 H 0.49799 -0.52684 2.09343
5 H 0.66738 0.60592 1.13246
6 H 0.62983 2.09214 -1.21725
7 H -0.39461 0.62721 -1.65990
8 S -0.46239 -1.61435 1.64211
9 S -2.22200 -1.31405 -0.56015
10 S 1.53453 -0.26235 -0.71345

LUMO energy = -0.03028 Ha
Frontier orbital gap = 8.02 eV
Energy above the lowest of the compared OMol25 structures with the same formula, charge and spin = 76.2 kcal/mol
HOMO energy = -8.8396 eV

In elementary charge units, the Mulliken charges are: 0.33 -0.05 -0.71 0.18 0.16 0.30 0.29 -0.20 -0.24 -0.07



Computed, not measured: C57H150F6Mn2N13O20S2 as an isolated structure in a non-equilibrium geometry, with the ωB97M-V functional and the def2-TZVPD basis.

Element x y z (Å)
1 Mn 2.38931 1.47724 3.52739
2 Mn -2.18197 3.09044 -0.39246
3 C -5.29365 1.33472 -3.42263
4 C -3.80331 1.48694 -2.87213
5 C -2.68599 1.75202 -3.91799
6 O -3.75396 2.44095 -1.79939
7 H -5.39180 0.51959 -4.13959
8 H -5.61385 2.24073 -3.93714
9 H -5.94232 1.16095 -2.56406
10 H -3.67143 0.49712 -2.43514
11 H -1.74562 1.61852 -3.38322
12 H -2.83320 2.78369 -4.23750
13 H -2.73253 1.14167 -4.81988
14 C -0.47550 5.08644 3.38565
15 F -1.22917 4.18092 4.12530
16 F -1.27086 6.12706 3.04124
17 F 0.53440 5.50797 4.18046
18 S 0.29799 4.12250 1.87486
19 O -0.84792 3.69604 1.03962
20 O 1.16208 5.07088 1.15883
21 O 1.09099 2.99711 2.45494
22 C -0.23766 -0.90983 -1.74230
23 F -1.29611 -1.74164 -1.52818
24 F 0.76702 -1.76715 -1.69343
25 F -0.37754 -0.26407 -2.86780
26 S -0.09802 0.29000 -0.17081
27 O 1.34887 0.72245 -0.28225
28 O -1.05185 1.34627 -0.43383
29 O -0.29477 -0.40688 1.12669
30 C -8.47235 -3.66556 2.02334
31 C -7.25468 -3.72426 2.97415
32 C -6.10790 -2.75054 2.72012
33 O -5.07044 -3.10322 3.73461
34 C -4.01329 -2.21645 4.04496
35 N -7.72862 -3.68410 4.36224
36 H -8.33025 -4.03529 1.00786
37 H -8.78796 -2.62554 1.94059
38 H -9.23163 -4.24918 2.54389
39 H -6.89728 -4.75386 2.99112
40 H -6.56609 -1.76439 2.79541
41 H -5.80203 -2.98894 1.70144
42 H -3.38339 -2.57678 4.85828
43 H -4.32485 -1.18335 4.19907
44 H -3.35047 -2.25527 3.18053
45 H -6.79491 -3.68334 4.74732
46 H -8.03968 -2.74729 4.57609
47 C 1.73224 -3.30634 3.43709
48 C 0.91945 -3.56336 4.72921
49 C 1.45691 -4.77287 5.68498
50 O 1.55168 -6.03217 4.95949
51 C 1.89806 -7.13085 5.82081
52 N 0.92072 -2.31045 5.46437
53 H 2.70552 -2.84971 3.61685
54 H 1.09804 -2.67293 2.81686
55 H 1.79430 -4.25389 2.90193
56 H -0.13426 -3.75487 4.52642
57 H 0.77811 -4.89616 6.52885
58 H 2.48708 -4.61009 6.00176
59 H 1.20145 -7.92255 5.54505
60 H 2.11312 -6.87300 6.85781
61 H 2.87881 -7.50945 5.53290
62 H 1.88339 -2.12542 5.70755
63 H 0.28438 -2.32601 6.24854
64 C -1.28799 -6.68783 -3.55531
65 C -0.59011 -5.36481 -3.18929
66 C 0.62815 -5.07682 -4.18996
67 O 1.81798 -5.35860 -3.54739
68 C 2.50916 -4.46576 -2.67613
69 N -1.54842 -4.26086 -3.20900
70 H -0.67058 -7.56030 -3.34155
71 H -1.65381 -6.74523 -4.58048
72 H -2.11532 -6.70162 -2.84577
73 H -0.26361 -5.65868 -2.19173
74 H 0.65851 -4.13216 -4.73291
75 H 0.53758 -5.76246 -5.03245
76 H 2.68993 -3.39652 -2.78634
77 H 3.50345 -4.80508 -2.38569
78 H 1.97556 -4.53709 -1.72835
79 H -2.32242 -4.13018 -2.57344
80 H -1.01218 -3.41106 -3.10705
81 C -1.62270 0.14102 4.43403
82 C -0.34246 0.89960 4.14572
83 C 0.22274 1.52536 5.47584
84 O 1.27804 2.50193 5.17412
85 C 1.61335 3.46213 6.23902
86 N 0.72599 0.10038 3.64832
87 H -2.35923 0.78190 4.91870
88 H -1.46496 -0.64952 5.16769
89 H -1.96480 -0.32316 3.50905
90 H -0.65655 1.72108 3.50182
91 H 0.54646 0.76716 6.18889
92 H -0.56004 2.07982 5.99346
93 H 0.74507 3.59581 6.88425
94 H 1.91147 4.47438 5.96595
95 H 2.43056 2.92926 6.72515
96 H 0.30933 -0.36625 2.85538
97 H 0.77022 -0.73845 4.20912
98 C 4.29666 -0.86610 0.10610
99 C 4.16105 -0.64672 1.63581
100 C 5.48466 -0.37105 2.40381
101 O 5.95650 0.98637 2.36048
102 C 7.14068 1.26116 3.01091
103 N 3.30956 0.53441 1.70072
104 H 3.31773 -0.96297 -0.36339
105 H 4.84991 -1.76131 -0.17782
106 H 4.71034 0.02412 -0.36769
107 H 3.61258 -1.44155 2.14131
108 H 6.26217 -1.05199 2.05758
109 H 5.36479 -0.72343 3.42829
110 H 7.65273 2.21439 2.87949
111 H 7.76630 0.54711 2.47535
112 H 7.26531 0.91123 4.03566
113 H 3.74061 1.25382 1.13793
114 H 2.59797 0.36196 1.00502
115 C -0.57522 -0.78639 -6.41284
116 C 0.52454 0.12215 -6.02408
117 C 1.80916 -0.74271 -5.77818
118 O 2.99204 -0.05683 -5.44449
119 C 2.88346 0.52666 -4.17008
120 N 0.60407 1.15443 -7.15537
121 H -0.39452 -1.36371 -7.31956
122 H -1.49812 -0.20689 -6.38975
123 H -0.69496 -1.53286 -5.62764
124 H 0.36218 0.69805 -5.11300
125 H 1.95805 -1.38317 -6.64752
126 H 1.49941 -1.42053 -4.98275
127 H 2.91244 -0.23298 -3.38892
128 H 2.05198 1.23145 -4.17208
129 H 3.86326 0.96452 -3.97937
130 H 0.97663 0.82579 -8.03474
131 H 1.40685 1.70982 -6.89618
132 C -4.84090 5.28631 2.23089
133 C -3.69441 4.36455 1.71589
134 C -4.16079 2.93646 1.74058
135 O -3.25495 1.93887 1.22084
136 C -3.79876 0.61269 1.16570
137 N -3.40315 4.81489 0.31414
138 H -5.64938 5.34190 1.50195
139 H -4.37476 6.26242 2.36517
140 H -5.17458 5.04614 3.24038
141 H -2.78043 4.54540 2.28162
142 H -5.11033 2.83289 1.21546
143 H -4.34890 2.71869 2.79191
144 H -3.91376 0.28036 2.19741
145 H -3.04576 -0.05841 0.75253
146 H -4.70166 0.47246 0.57138
147 H -4.29499 4.80167 -0.15974
148 H -3.26250 5.81252 0.24299
149 C 5.72160 4.04442 3.98354
150 C 4.19484 4.09397 4.00139
151 C 3.75457 5.61964 3.70596
152 O 4.14428 6.41351 4.79104
153 C 3.63392 7.75600 4.87468
154 N 3.75332 3.09290 3.06107
155 H 6.07944 4.84680 4.62870
156 H 6.14587 4.12014 2.98236
157 H 6.05161 3.04886 4.28028
158 H 3.81864 3.73157 4.95807
159 H 2.68754 5.78139 3.55301
160 H 4.25977 5.97009 2.80593
161 H 4.00680 8.26567 5.76310
162 H 2.55924 7.92734 4.81303
163 H 4.06224 8.32736 4.05116
164 H 3.90709 3.71231 2.27826
165 H 4.58649 2.53983 2.91949
166 C -6.87111 -7.01418 0.99705
167 C -5.34457 -6.97956 0.54683
168 C -4.34435 -6.29584 1.49419
169 O -3.17870 -6.10699 0.67816
170 C -3.23619 -4.87902 -0.13256
171 N -5.08518 -8.37891 0.32175
172 H -7.19102 -5.98251 1.14342
173 H -7.17825 -7.54835 1.89617
174 H -7.50046 -7.48122 0.23949
175 H -5.25701 -6.42801 -0.38924
176 H -3.99631 -6.89229 2.33753
177 H -4.72590 -5.39656 1.97775
178 H -3.45561 -5.25015 -1.13366
179 H -2.20700 -4.53710 -0.02310
180 H -3.84340 -4.13269 0.37968
181 H -5.47703 -8.64473 -0.57038
182 H -4.08945 -8.50797 0.21230
183 C 8.38634 2.05350 -2.52658
184 C 7.32023 1.29064 -1.70299
185 C 6.86248 -0.05639 -2.40569
186 O 6.19876 0.30646 -3.68849
187 C 5.79457 -0.85671 -4.40539
188 N 7.87356 1.03724 -0.34055
189 H 9.31131 1.50858 -2.71523
190 H 8.72805 2.96674 -2.03940
191 H 7.92356 2.28162 -3.48673
192 H 6.43175 1.90927 -1.57653
193 H 6.05650 -0.56496 -1.87666
194 H 7.74925 -0.67201 -2.55656
195 H 5.02069 -1.44434 -3.91151
196 H 6.71769 -1.43621 -4.39487
197 H 5.54098 -0.61268 -5.43701
198 H 8.53531 1.70973 0.01994
199 H 7.25175 0.84129 0.43084
200 C -0.25606 6.16324 -1.61960
201 C -1.17120 5.28374 -2.44709
202 C -0.75816 5.37395 -3.87415
203 O 0.45333 4.75968 -4.18217
204 C 1.09794 5.14880 -5.36818
205 N -0.96409 3.83550 -1.99849
206 H -0.47103 6.17536 -0.55107
207 H -0.31153 7.19232 -1.97459
208 H 0.78398 5.85744 -1.73322
209 H -2.19122 5.65244 -2.33887
210 H -0.69015 6.44411 -4.06969
211 H -1.51180 4.95532 -4.54114
212 H 2.16648 4.99085 -5.22205
213 H 0.84363 6.17668 -5.62682
214 H 0.76463 4.43764 -6.12399
215 H -1.35969 3.32353 -2.77405
216 H 0.01769 3.76378 -2.22445
217 C -7.85067 -4.42252 -4.97620
218 C -6.39387 -4.45777 -5.35610
219 C -5.43137 -4.06169 -4.28206
220 O -5.70186 -2.72242 -3.71521
221 C -4.78665 -2.31046 -2.69215
222 N -6.13089 -5.86047 -5.76424
223 H -8.62230 -4.73099 -5.68155
224 H -8.14836 -3.43192 -4.63240
225 H -7.94961 -5.17859 -4.19731
226 H -6.34898 -3.75916 -6.19158
227 H -4.43618 -4.06222 -4.72670
228 H -5.42645 -4.64430 -3.36084
229 H -3.79303 -2.02024 -3.03362
230 H -4.53724 -3.15179 -2.04557
231 H -5.23622 -1.52318 -2.08704
232 H -5.52137 -5.89000 -6.56905
233 H -6.99814 -6.21708 -6.13949
234 C 2.94679 3.77020 -1.67615
235 C 4.30252 3.70669 -0.88385
236 C 4.59576 4.91365 0.09548
237 O 5.84243 4.75722 0.68921
238 C 7.00854 5.22085 0.09143
239 N 4.31101 2.39352 -0.19005
240 H 2.04385 3.56781 -1.10010
241 H 2.92800 3.12826 -2.55686
242 H 2.92201 4.76025 -2.13142
243 H 5.12208 3.75647 -1.60077
244 H 3.89400 4.84637 0.92680
245 H 4.57776 5.95294 -0.23260
246 H 6.90372 5.38115 -0.98161
247 H 7.72609 4.41184 0.22825
248 H 7.40689 6.06829 0.64935
249 H 5.29884 2.25286 -0.03349
250 H 3.97670 1.60671 -0.72789

LUMO energy (alpha / beta) = -0.09446 / -0.11550 Ha
Net charge = +1
<S²> = 30.006
2S+1 = 11
Frontier orbital gap (alpha / beta) = 6.36 / 6.01 eV
HOMO energy (alpha / beta) = -8.9343 / -9.1488 eV

Mulliken atomic charge list, values in e, 99 entries: 0.80 0.71 -1.74 1.22 -0.22 -0.92 0.35 0.41 0.38 -0.41 -0.58 0.23 0.35 0.11 -0.22 -0.20 -0.13 0.19 0.48 -0.69 0.28 -0.61 0.31 -0.17 0.15 0.11 -0.93 0.33 -1.82 -1.59 0.64 -0.51 -0.53 -0.66 -0.84 0.32 0.44 0.35 0.16 0.72 0.08 0.32 0.40 0.15 0.32 0.27 -1.09 0.12 -0.74 -0.34 -0.82 -0.47 0.23 -0.10 0.54 0.45 0.45 0.36 0.25 0.37 0.28 0.18 0.27 -1.71 1.10 -0.48 -0.42 -0.41 -0.11 0.41 0.40 0.30 0.08 0.13 0.30 0.04 0.36 0.21 -0.14 -0.22 -2.01 3.17 -1.78 -0.38 -1.00 1.82 0.66 0.35 0.16 -1.29 0.24 0.79 0.43 0.11 0.38 -0.42 -0.23 0.02 1.37



Computed, not measured: a 3-piece molecular cluster, C4H15NO3 overall in a non-equilibrium geometry, with the ωB97M-V functional and the def2-TZVPD basis.

Element x y z (Å)
1 C 2.23487 0.67056 -0.60300
2 N 1.16156 0.63946 0.37675
3 C 0.78739 -0.73783 0.76386
4 C 0.10844 -1.43080 -0.47940
5 C -0.26773 -0.67139 1.85245
6 O 0.25740 -0.15799 3.08007
7 H 2.11136 0.03421 -1.47246
8 H 3.23905 0.47327 -0.18829
9 H 2.41979 1.69169 -0.96406
10 H 1.55334 1.03143 1.23102
11 H 1.65150 -1.31935 1.10589
12 H 0.90845 -1.77175 -1.12994
13 H -0.35987 -0.60072 -1.00961
14 H -0.62353 -2.14702 -0.12854
15 H -1.10025 -0.02406 1.58550
16 H -0.67219 -1.67134 2.03830
17 H 1.11161 -0.54135 3.29158
18 O -0.63213 3.01844 0.70150
19 H -0.06962 2.53028 0.09547
20 H -0.80867 2.50466 1.48872
21 O -4.42805 -0.86275 -3.75761
22 H -3.95375 -0.18863 -3.26673
23 H -4.62898 -0.46901 -4.61146

LUMO energy = 0.02618 Ha
SMILES = CN[C@H](C)CO.O.O
Frontier orbital gap = 10.30 eV
Energy above the lowest of the compared OMol25 structures with the same formula, charge and spin = 25.4 kcal/mol
HOMO energy = -9.5860 eV

In elementary charge units, the Mulliken charges are: -1.04 -0.15 0.37 -1.48 -0.80 -0.52 0.34 0.33 0.33 0.27 0.28 0.33 0.36 0.42 0.27 0.39 0.32 -0.68 0.35 0.31 -0.64 0.32 0.32



Number 1: energy -35678.173 eV. Number 2: energy -222464.839 eV. Number 3: energy -12023.117 eV.